1.
Below is an isolated molecule of C5H12N2O at a distorted geometry, with properties calculated with ωB97M-V/def2-TZVPD.

```
20
Properties=species:S:1:pos:R:3:forces:R:3
C 0.421 -0.571 -0.077 -1.232 -1.011 0.141
H -1.076 -2.128 0.292 0.273 -0.007 0.294
H 0.458 0.927 -1.649 -0.080 -0.128 0.139
H -2.691 -1.328 -1.296 0.283 0.162 -0.061
H 0.604 -0.205 2.064 0.015 -0.062 -0.021
C -1.100 -1.086 -0.043 1.396 -0.319 -0.080
H -1.260 -1.677 -1.990 -0.084 0.240 0.188
H 0.903 -1.889 1.585 -0.096 0.166 -0.084
N 1.801 1.547 -0.170 -0.253 -0.209 0.269
O -0.591 2.345 1.039 -0.176 -1.190 -1.599
H 2.126 -0.666 1.274 -0.199 0.062 -0.004
H 0.928 -1.212 -0.810 -0.017 0.089 0.053
H -1.717 -0.569 0.700 0.209 0.290 -0.174
N -1.720 -1.022 -1.356 -0.397 0.104 -0.434
H 1.760 1.712 0.841 0.070 -0.173 -0.329
C 0.542 0.883 -0.558 -0.305 1.079 0.663
C -0.658 1.666 0.016 0.505 1.047 0.915
C 1.045 -0.844 1.292 0.224 0.209 -0.038
H 1.798 2.493 -0.555 0.029 -0.312 -0.087
H -1.573 1.626 -0.600 -0.164 -0.038 0.248
```
Forces are in eV/Å.

- Net charge: 0
- E_HOMO: -9.2 eV
- SMILES string: C[C@@H](CN)[C@H](N)C=O
- ΔE to the lowest compared entry with this formula, charge and spin: 157.5 kJ/mol
- Kohn-Sham gap: 10.09 eV
- Electronic energy: -382.442540 a.u.



2.
Below is an isolated molecule of C4H7NO2, with properties calculated with ωB97M-V/def2-TZVPD.

```
14
Properties=species:S:1:pos:R:3:forces:R:3
C 0.951 0.509 1.195 -0.029 0.016 0.000
H 1.242 1.536 1.432 -0.079 -0.112 -0.123
H 0.468 -1.828 0.107 0.059 0.137 -0.082
O -0.264 1.271 -0.769 0.192 0.174 -0.195
H 1.615 0.492 -0.845 0.012 -0.270 0.080
C 0.116 -1.079 -0.609 0.172 -0.019 -0.011
O -2.863 0.588 0.246 0.404 -0.689 -0.184
H 1.776 -0.153 1.484 -0.143 0.124 -0.035
N -1.339 -1.055 -0.575 -0.427 0.199 0.436
H -0.736 0.803 -1.478 0.245 0.758 -0.054
H 0.080 0.248 1.809 0.056 0.064 -0.165
H 0.437 -1.403 -1.606 -0.169 0.018 0.137
C -2.051 -0.170 -0.127 -0.501 -0.208 0.127
C 0.682 0.327 -0.293 0.209 -0.191 0.070
```
Forces are in eV/Å.

- Net charge: 0
- E_HOMO: -10.4 eV
- SMILES string: C[C@H](O)CN=C=O
- ΔE to the lowest compared entry with this formula, charge and spin: 114.9 kJ/mol
- Kohn-Sham gap: 11.15 eV
- Electronic energy: -361.837080 a.u.



3.
Below is a structure of composition C27H20F9NP2V at a distorted geometry, with properties calculated with ωB97M-V/def2-TZVPD.

```
60
Properties=species:S:1:pos:R:3:forces:R:3
C -2.590 -3.820 -1.950 0.035 0.026 0.051
C -2.425 -3.086 1.658 0.048 0.035 0.018
C 4.093 -0.349 -1.637 0.292 -0.018 -0.122
H -6.149 1.205 -2.134 -0.002 -0.015 -0.011
C -3.247 -0.506 -2.391 0.010 -0.030 0.114
C 6.753 -0.135 -2.356 -0.093 -0.045 0.033
F 8.930 -1.048 -2.405 -0.021 0.100 -0.050
H -2.511 -0.820 -3.124 -0.030 0.037 -0.046
C -2.478 -3.339 3.019 -0.057 -0.041 -0.045
C -0.144 -5.144 -2.083 0.042 -0.058 -0.008
H -5.844 0.610 0.240 0.001 0.010 -0.009
H -0.345 -0.938 4.112 -0.014 -0.011 0.004
V -0.093 0.187 -0.493 0.413 0.450 0.571
C -0.889 -1.278 2.064 -0.279 -0.343 -0.002
H -3.872 -0.692 0.948 -0.023 0.025 0.005
H -3.403 -5.543 -2.923 0.009 0.004 -0.006
F 0.547 2.291 -0.319 -0.208 -0.409 -0.243
C 5.931 0.984 -2.429 0.054 0.015 0.008
C -2.511 -5.078 -2.526 -0.026 -0.037 -0.014
C 2.725 -0.460 -1.273 -0.263 -0.210 0.183
C -3.071 -0.839 -1.044 -0.040 -0.062 -0.009
C 4.931 -1.467 -1.561 -0.130 0.090 0.009
N -0.060 -0.198 1.528 -0.263 0.176 0.775
C -5.287 0.625 -1.831 -0.038 0.021 0.036
H -2.989 -3.690 0.958 -0.020 -0.027 0.044
H 4.525 -2.409 -1.221 0.031 -0.013 -0.005
C -1.633 -2.049 1.176 0.114 0.209 -0.114
C 1.554 -0.587 -0.933 1.210 -0.311 -0.356
C -0.932 -1.536 3.425 0.104 0.128 -0.012
C -4.006 -0.435 -0.095 0.045 -0.062 -0.064
H 0.803 -5.664 -2.141 0.007 0.024 -0.002
F -2.136 2.875 -2.023 0.123 -0.009 0.062
P -0.811 2.727 -1.207 -0.434 1.409 -0.230
F 8.233 0.014 -4.164 0.072 0.000 0.139
H -3.539 -3.301 -1.900 -0.011 -0.013 -0.016
F 8.751 1.113 -2.370 -0.015 -0.078 -0.040
H 0.679 -3.401 -1.123 0.036 -0.055 -0.024
F -1.017 4.006 -0.342 0.057 -0.120 0.006
H -3.102 -4.138 3.395 0.028 -0.007 0.005
F 0.105 3.390 -2.283 -0.101 -0.038 0.094
H 6.340 1.929 -2.761 -0.029 -0.005 -0.017
F -0.564 1.200 -2.041 -0.273 0.377 -0.499
H 3.949 1.742 -2.123 0.000 0.004 0.002
F -1.624 1.778 -0.071 0.374 -0.306 -0.264
H -4.498 0.474 -3.822 0.007 0.004 0.005
C 4.602 0.882 -2.070 -0.032 -0.078 0.026
H 6.918 -2.212 -1.856 -0.020 0.004 -0.018
H -1.760 -2.771 4.959 -0.013 0.010 -0.004
C 6.261 -1.356 -1.918 0.067 -0.002 -0.008
C -4.358 0.219 -2.781 0.020 -0.009 -0.048
C -1.729 -2.567 3.898 0.017 0.002 0.028
C -1.437 -3.227 -1.438 0.107 0.150 -0.103
H -1.235 -6.719 -3.044 -0.002 0.001 0.007
H 0.906 -0.343 1.816 0.106 0.005 -0.072
C 8.181 -0.016 -2.818 0.040 0.003 -0.073
C -0.211 -3.886 -1.510 -0.042 0.114 0.017
C -1.292 -5.739 -2.590 -0.002 0.017 0.003
P -1.512 -1.636 -0.591 -0.985 -1.020 0.142
H -0.345 0.684 1.959 0.028 -0.029 0.126
C -5.114 0.297 -0.495 -0.034 0.010 0.023
```
Forces are in eV/Å.

- Net charge: +1
- E_HOMO (spin up / spin down): -11.9 / -12.0 eV
- ΔE to the lowest compared entry with this formula, charge and spin: 37.9 kJ/mol
- Kohn-Sham gap (spin up / spin down): 7.29 / 8.20 eV
- Electronic energy: -3621.146136 a.u.
- Multiplicity: 3